Density functional theory data (ωB97M-V/def2-TZVPD) for a 8-piece molecular cluster, C4H24NO8S2 overall at a distorted geometry.

Output
Highest occupied orbital energy in eV: -4.23
Frontier orbital gap in eV: 7.14
Total charge: -1
LUMO level in hartree: 0.10693

CARTESIAN COORDINATES (ANGSTROEM)
S1 3.29337 -0.03001 0.17574
S2 1.26673 -0.12899 -1.34007
C1 0.66014 -1.58093 -0.41936
C2 -0.79994 -1.82060 -0.73632
C3 -0.94110 -1.37145 -2.20500
O1 -0.23440 -0.18129 -2.36510
N1 -1.74379 -1.00974 0.04490
C4 -2.11477 -1.61455 1.29316
H1 4.13194 0.53321 -0.69960
H2 0.95858 -1.38219 0.59477
H3 1.25648 -2.45164 -0.62517
H4 -1.09028 -2.86254 -0.74616
H5 -0.57813 -2.08334 -2.95144
H6 -2.01164 -1.22946 -2.41161
H7 -1.35639 -0.08876 0.16139
H8 -3.05583 -1.17338 1.58940
H9 -2.32266 -2.67408 1.14871
H10 -1.37548 -1.56778 2.10305
H11 1.70462 0.45711 3.14547
H12 2.65401 -0.54689 3.67668
O2 2.07888 0.16900 3.99007
H13 1.13958 2.00617 -2.17402
H14 2.27414 3.00790 -2.39371
O3 1.31911 2.93944 -2.33170
H15 -2.90350 1.55431 1.51122
H16 -4.08294 0.55887 1.42435
O4 -3.81907 1.38785 1.83241
H17 -0.68727 2.31930 1.11475
H18 -1.06619 1.72933 2.61427
O5 -0.99542 1.55202 1.65837
H19 -1.04140 2.41570 -0.76301
H20 -0.07607 3.51385 -1.13843
O6 -0.72662 3.29149 -0.46078
H21 0.26545 -3.17407 2.21803
H22 0.55420 -4.52372 1.54339
O7 0.53427 -4.07909 2.39446
H23 -2.93312 1.70083 -2.07995
H24 -1.88014 0.52396 -1.93471
O8 -2.40115 1.18411 -1.46502